# C47H41N7O3PS2Sn

C47H41N7O3PS2Sn as an isolated structure (ωB97M-V/def2-TZVPD, the OMol25 dataset).

The energy above the lowest of the compared OMol25 structures with the same formula, charge and spin is 0.00 kcal/mol. The charge is +3. The value obtained for the total energy is -102750.28187 eV. As for the LUMO energy: -7.15 eV. Its spin multiplicity is 1. As for the HOMO energy: -12.7 eV. The orbital gap is 5.50 eV. Its max |F| is 0.15 eV/A.

```
102
Properties=species:S:1:pos:R:3:mulliken_charge:R:1
Sn 0.50 -0.07 0.33 1.059
C -6.93 -10.79 -4.96 -0.851
O -6.66 -10.53 -3.59 -0.447
C -5.93 -9.46 -3.26 0.933
C -5.70 -9.27 -1.90 -0.859
C -4.96 -8.20 -1.46 -0.460
C -4.43 -7.28 -2.38 0.412
C -4.66 -7.47 -3.74 -0.781
C -5.40 -8.55 -4.19 -0.478
C -3.65 -6.13 -1.95 0.286
N -3.07 -5.25 -2.75 -0.871
C -2.45 -4.36 -1.93 0.889
C -2.64 -4.69 -0.60 -0.038
N -3.41 -5.83 -0.63 -0.127
C -2.10 -3.93 0.47 0.483
C -2.27 -4.21 1.84 -0.649
C -1.71 -3.39 2.77 -1.275
C -0.97 -2.28 2.34 -0.394
N -0.78 -1.99 1.07 0.820
C -1.34 -2.80 0.13 -0.615
C -1.13 -2.45 -1.26 0.147
N -0.38 -1.35 -1.52 0.579
C -0.21 -0.96 -2.77 -0.639
C -0.75 -1.66 -3.86 -1.091
C -1.48 -2.80 -3.62 -0.493
C -1.69 -3.21 -2.30 0.487
H -7.52 -11.69 -4.99 0.246
H -6.00 -10.94 -5.52 0.352
H -7.50 -9.97 -5.40 0.354
H -6.11 -9.99 -1.20 0.436
H -4.80 -8.09 -0.40 0.245
H -4.26 -6.77 -4.45 0.456
H -5.57 -8.68 -5.24 0.423
H -3.76 -6.35 0.15 0.175
H -2.85 -5.07 2.15 0.495
H -1.82 -3.57 3.83 0.510
H -0.52 -1.61 3.07 0.328
H 0.39 -0.07 -2.92 0.529
H -0.58 -1.30 -4.86 0.489
H -1.91 -3.38 -4.42 0.627
C 3.45 -3.36 1.45 -1.070
C 3.78 -3.15 2.78 -0.756
C 3.23 -2.08 3.45 -0.787
C 2.36 -1.23 2.79 0.409
N 2.05 -1.42 1.49 0.660
C 2.58 -2.47 0.85 -0.289
C 1.69 -0.10 3.49 0.894
C 2.09 0.37 4.73 -0.942
C 1.36 1.39 5.33 -0.613
C 0.25 1.91 4.67 -0.777
C -0.07 1.40 3.43 -0.492
N 0.63 0.42 2.85 0.429
H 3.84 -4.19 0.89 0.517
H 4.46 -3.83 3.29 0.464
H 3.46 -1.92 4.50 0.434
H 2.30 -2.58 -0.19 0.538
H 2.96 -0.03 5.23 0.457
H 1.65 1.76 6.30 0.461
H -0.35 2.69 5.12 0.446
H -0.91 1.78 2.86 0.472
O -4.02 0.51 0.17 -0.162
C -2.99 0.61 0.59 0.144
C 5.51 0.15 -2.85 -0.881
N 4.38 0.32 -1.94 0.124
C 4.41 1.37 -0.93 -0.804
C 3.33 -0.50 -1.96 0.500
C 3.32 -1.63 -2.95 -1.498
O 2.39 -0.35 -1.16 -0.480
H 6.17 1.01 -2.74 0.306
H 5.18 0.12 -3.89 0.332
H 6.08 -0.75 -2.63 0.332
H 5.37 1.87 -0.97 0.338
H 4.26 0.96 0.06 0.206
H 3.62 2.10 -1.12 0.270
H 3.38 -1.26 -3.98 0.451
H 2.40 -2.20 -2.83 0.250
H 4.18 -2.29 -2.81 0.432
S -2.94 6.02 -0.18 -0.179
P -1.89 6.59 -1.84 0.995
S -1.52 4.69 -1.13 -0.137
C -2.81 6.75 -3.33 0.710
C -4.21 6.72 -3.32 -0.362
C -4.90 6.87 -4.51 -0.682
C -4.20 7.03 -5.70 -0.441
C -2.81 7.04 -5.71 -0.679
C -2.11 6.91 -4.53 -0.325
C -0.62 7.79 -1.64 0.730
C 0.42 7.57 -0.72 -0.501
C 1.35 8.57 -0.51 -0.666
C 1.25 9.77 -1.21 -0.436
C 0.22 9.98 -2.11 -0.711
C -0.73 9.00 -2.33 -0.324
H -4.75 6.60 -2.39 0.290
H -5.98 6.86 -4.51 0.416
H -4.74 7.14 -6.63 0.421
H -2.28 7.17 -6.64 0.412
H -1.02 6.94 -4.54 0.457
H 0.48 6.63 -0.18 0.356
H 2.16 8.42 0.19 0.408
H 1.98 10.55 -1.04 0.410
H 0.14 10.92 -2.64 0.419
H -1.54 9.17 -3.02 0.414
```

---

# C47H42Cl4F12IN7O2RbSSb

C47H42Cl4F12IN7O2RbSSb as an isolated structure (ωB97M-V/def2-TZVPD, the OMol25 dataset).

The charge is -2. The value obtained for the total energy is -172780.02108 eV. As for the LUMO energy: 3.09 eV. Its spin multiplicity is 1. As for the HOMO energy: -2.2 eV. The orbital gap is 5.28 eV. Its max |F| is 0.86 eV/A.

```
118
Properties=species:S:1:pos:R:3:mulliken_charge:R:1
Rb -0.44 -0.26 1.15 0.059
Cl 0.15 8.10 -1.43 -0.312
C -0.15 6.37 -1.29 -0.026
C -0.05 5.55 -2.43 -0.636
C -0.28 4.21 -2.33 -0.616
C -0.56 3.54 -1.07 0.088
O -0.64 2.29 -1.00 0.021
C -0.78 4.44 0.03 1.006
C -1.42 4.03 1.26 -0.889
N -1.77 2.85 1.60 0.556
C -2.71 2.71 2.61 -0.668
C -3.93 3.35 2.54 -0.034
C -4.95 3.11 3.49 -0.828
C -4.75 2.23 4.51 -0.880
C -3.49 1.57 4.63 1.549
C -3.22 0.65 5.67 -0.980
C -2.00 0.06 5.74 -0.712
C -1.02 0.41 4.78 0.076
N -1.23 1.25 3.79 -0.387
C -2.47 1.81 3.69 0.151
C -0.54 5.82 -0.10 -1.014
H 0.19 5.99 -3.38 0.454
H -0.22 3.58 -3.21 0.531
H -1.70 4.87 1.92 0.257
H -4.12 4.01 1.70 0.515
H -5.90 3.61 3.38 0.365
H -5.53 2.02 5.23 0.373
H -4.00 0.41 6.38 0.347
H -1.76 -0.68 6.50 0.442
H -0.04 -0.04 4.83 0.268
H -0.69 6.46 0.76 0.400
C -2.76 -3.03 1.07 -0.410
N -3.45 -1.81 1.48 1.421
C -3.67 -1.81 2.91 -0.738
C -4.67 -1.62 0.73 -1.282
C -4.39 -1.27 -0.74 -1.307
N -3.36 -0.27 -0.88 1.443
C -3.82 1.06 -0.57 -0.496
C -2.72 -0.31 -2.18 -0.870
H -3.37 -3.93 1.26 0.204
H -1.83 -3.12 1.64 -0.131
H -2.52 -3.02 0.01 -0.103
H -4.32 -2.65 3.24 0.311
H -4.14 -0.87 3.21 0.108
H -2.71 -1.91 3.43 0.008
H -5.24 -0.81 1.21 0.447
H -5.31 -2.52 0.76 0.342
H -5.34 -0.94 -1.20 0.398
H -4.08 -2.17 -1.27 0.548
H -4.57 1.42 -1.31 0.213
H -2.98 1.75 -0.55 -0.294
H -4.29 1.08 0.42 0.127
H -3.43 -0.07 -3.00 0.305
H -2.31 -1.31 -2.37 0.236
H -1.92 0.43 -2.20 -0.020
Cl 3.59 2.27 5.03 -0.102
C 4.19 1.83 3.46 0.807
Cl 4.98 3.19 2.65 -0.115
Cl 5.31 0.46 3.55 -0.105
C 3.05 1.41 2.62 -0.676
N 2.17 1.08 1.97 -0.018
N 2.69 -5.28 -0.19 -0.431
C 3.00 -3.96 -0.22 0.025
N 4.07 -3.60 0.53 -0.420
S 2.13 -2.91 -1.16 -0.137
H 2.93 -5.83 0.62 0.223
H 1.80 -5.50 -0.62 0.255
H 4.34 -4.17 1.32 0.254
H 4.19 -2.60 0.63 0.151
F 2.76 4.80 -6.74 -0.377
C 2.43 3.80 -5.89 0.344
C 2.79 3.90 -4.56 -0.639
C 2.44 2.88 -3.70 -0.384
C 1.74 1.75 -4.14 0.215
C 1.40 1.69 -5.49 -0.223
C 1.74 2.71 -6.38 -0.687
Sb 1.29 0.21 -2.67 0.127
C 3.44 0.05 -2.42 0.031
C 4.33 -0.21 -3.46 -0.124
C 5.70 -0.29 -3.24 -0.898
C 6.17 -0.08 -1.96 0.482
F 7.51 -0.14 -1.74 -0.383
C 5.33 0.21 -0.90 -0.405
C 3.96 0.26 -1.15 -0.672
C 0.98 -1.30 -4.16 0.739
C 1.84 -2.35 -4.47 -0.374
C 1.49 -3.31 -5.41 -0.680
C 0.27 -3.21 -6.03 0.352
F -0.07 -4.15 -6.95 -0.375
C -0.63 -2.21 -5.73 -0.895
C -0.26 -1.27 -4.79 -0.659
H 3.33 4.78 -4.22 0.441
H 2.72 2.97 -2.66 0.412
H 0.87 0.82 -5.88 0.342
H 1.48 2.66 -7.43 0.422
H 3.95 -0.35 -4.47 0.479
H 6.39 -0.50 -4.04 0.418
H 5.75 0.39 0.08 0.447
H 3.29 0.46 -0.32 0.497
H 2.79 -2.45 -3.96 0.394
H 2.14 -4.14 -5.64 0.412
H -1.61 -2.21 -6.20 0.397
H -0.99 -0.50 -4.53 0.526
F 2.99 -2.75 4.75 -0.351
C 2.04 -2.14 4.00 0.226
F 1.94 -0.88 4.47 -0.217
F 2.52 -2.04 2.75 -0.026
C 0.63 -2.85 3.98 1.286
O -0.29 -2.07 3.47 -0.518
C 0.29 -3.24 5.47 0.560
F 1.00 -4.29 5.95 -0.287
F -1.01 -3.53 5.60 -0.257
F 0.54 -2.20 6.30 -0.270
C 0.76 -4.19 3.16 0.056
F 0.61 -3.95 1.87 0.041
F -0.18 -5.07 3.53 -0.343
F 1.97 -4.82 3.32 -0.359
I -1.77 -4.66 -2.61 -0.890
```

---

# C47H42ClInO4P2STe

C47H42ClInO4P2STe as an isolated structure (ωB97M-V/def2-TZVPD, the OMol25 dataset).

The energy above the lowest of the compared OMol25 structures with the same formula, charge and spin is 0.58 kcal/mol. The charge is +2. The value obtained for the total energy is -112000.90842 eV. As for the LUMO energy: -5.55 eV. Its spin multiplicity is 1. As for the HOMO energy: -12.4 eV. The orbital gap is 6.88 eV. Its max |F| is 0.19 eV/A.

```
99
Properties=species:S:1:pos:R:3:mulliken_charge:R:1
In -0.04 -0.86 -0.27 1.390
O -2.53 -0.16 -3.91 -0.746
S -1.60 0.32 -2.88 1.045
C -2.51 1.57 -1.94 0.688
C -2.95 2.73 -2.56 -0.519
C -3.91 3.53 -1.95 -1.020
C -4.46 3.16 -0.74 -0.935
C -4.01 2.00 -0.10 -0.904
C -3.02 1.22 -0.67 0.150
P -2.48 -0.29 0.18 2.037
C -2.53 -0.07 1.98 0.079
C -2.56 1.16 2.63 -0.674
C -2.51 1.20 4.02 -1.103
C -2.43 0.03 4.75 -0.795
C -2.37 -1.20 4.10 -0.521
C -2.42 -1.25 2.72 -0.244
C -3.65 -1.59 -0.25 1.223
C -3.50 -2.28 -1.45 -0.455
C -4.47 -3.20 -1.84 -1.363
C -5.58 -3.42 -1.04 -0.630
C -5.73 -2.73 0.16 -0.826
C -4.77 -1.81 0.56 -0.457
C -0.37 1.34 -3.69 -0.178
C -0.71 1.95 -4.89 -0.550
C 0.22 2.75 -5.53 -0.850
C 1.48 2.94 -4.98 -0.859
C 1.83 2.27 -3.81 -0.476
C 0.92 1.45 -3.16 -0.371
P 1.56 0.38 -1.85 1.831
C 2.78 1.37 -0.97 0.294
C 4.15 1.11 -1.06 -0.526
C 5.05 1.91 -0.38 -0.732
C 4.59 2.97 0.40 -0.613
C 3.23 3.24 0.49 -0.709
C 2.33 2.44 -0.19 -0.683
C 2.39 -1.00 -2.64 0.615
C 2.44 -1.15 -4.02 -0.766
C 3.05 -2.27 -4.57 -0.718
C 3.61 -3.23 -3.75 -0.745
C 3.56 -3.09 -2.36 -0.826
C 2.95 -1.98 -1.81 -0.452
H -2.58 3.00 -3.54 0.505
H -4.25 4.43 -2.45 0.461
H -5.23 3.76 -0.28 0.464
H -4.46 1.71 0.84 0.668
H -2.60 2.08 2.07 0.586
H -2.56 2.16 4.52 0.468
H -2.41 0.07 5.83 0.440
H -2.30 -2.12 4.67 0.390
H -2.38 -2.22 2.23 0.178
H -2.65 -2.11 -2.10 0.579
H -4.36 -3.72 -2.78 0.510
H -6.34 -4.13 -1.34 0.438
H -6.60 -2.89 0.78 0.510
H -4.89 -1.28 1.49 0.405
H -1.69 1.77 -5.31 0.683
H -0.04 3.24 -6.46 0.473
H 2.20 3.57 -5.47 0.476
H 2.84 2.38 -3.41 0.499
H 4.51 0.29 -1.67 0.462
H 6.11 1.72 -0.45 0.478
H 5.30 3.59 0.93 0.426
H 2.88 4.07 1.08 0.496
H 1.26 2.66 -0.15 0.616
H 2.00 -0.41 -4.67 0.375
H 3.08 -2.39 -5.64 0.465
H 4.08 -4.10 -4.18 0.427
H 4.00 -3.84 -1.72 0.525
H 2.91 -1.87 -0.73 0.327
C 0.70 -5.90 2.79 -1.444
C -0.73 -5.50 2.61 1.210
C -1.57 -5.29 3.69 -0.669
C -2.90 -4.92 3.49 -0.081
Cl -3.93 -4.65 4.86 -0.184
C -3.40 -4.76 2.21 -1.017
C -2.57 -4.96 1.12 -0.335
C -1.25 -5.33 1.32 0.251
O -0.36 -5.58 0.29 -0.525
C -0.51 -4.86 -0.90 -1.074
C -0.26 -3.39 -0.72 1.642
O 0.02 -2.92 0.43 -0.589
O -0.33 -2.60 -1.70 -0.841
H 0.95 -5.98 3.85 0.445
H 1.37 -5.18 2.32 0.175
H 0.90 -6.87 2.33 0.343
H -1.20 -5.42 4.69 0.444
H -4.44 -4.50 2.07 0.639
H -2.98 -4.85 0.12 0.523
H -1.50 -4.98 -1.36 0.431
H 0.22 -5.25 -1.61 0.414
C 3.19 -0.52 2.09 -0.810
Te 1.09 -0.59 2.42 0.542
C 0.89 1.47 2.93 -1.071
H 3.66 -0.40 3.07 0.565
H 3.44 0.32 1.44 0.011
H 3.51 -1.46 1.65 0.351
H 1.88 1.83 3.23 0.563
H 0.20 1.53 3.77 0.417
H 0.52 2.05 2.09 0.235
```

---

# C47H42CsI2NO4S2Se2

C47H42CsI2NO4S2Se2 as an isolated structure (ωB97M-V/def2-TZVPD, the OMol25 dataset).

The charge is 0. The value obtained for the total energy is -228212.60540 eV. As for the LUMO energy: -0.23 eV. Its spin multiplicity is 1. As for the HOMO energy: -7.8 eV. The orbital gap is 7.53 eV. Its max |F| is 3.31 eV/A.

```
101
Properties=species:S:1:pos:R:3:mulliken_charge:R:1
Cs -2.37 -0.41 0.78 1.215
I -3.97 3.02 1.18 0.080
C -5.81 2.03 1.60 -0.051
I -7.19 2.12 -0.01 0.053
H -6.25 2.51 2.46 0.441
H -5.56 1.00 1.79 -0.369
C 5.23 4.34 4.02 -1.682
C 4.09 3.46 3.61 1.139
C 3.04 3.97 2.84 -0.910
C 1.97 3.17 2.48 -0.165
C 1.95 1.84 2.88 -0.080
C 2.96 1.33 3.67 -0.418
C 4.02 2.13 4.02 -0.831
S 0.47 0.86 2.53 1.008
O -0.08 0.49 3.85 -0.767
C 1.30 -0.64 1.90 0.668
C 0.91 -1.83 2.54 -0.704
C 1.26 -3.04 2.00 -1.157
C 1.97 -3.10 0.78 0.627
C 2.27 -4.34 0.16 -1.016
C 2.96 -4.39 -1.01 -0.736
C 3.40 -3.19 -1.62 -0.778
C 3.12 -1.98 -1.05 -0.720
C 2.39 -1.90 0.16 1.068
C 2.05 -0.65 0.74 -0.563
C 2.55 0.60 0.10 -0.749
C 3.96 0.88 0.21 1.147
C 4.85 0.01 0.87 -0.816
C 6.18 0.29 0.95 -0.877
C 6.70 1.46 0.37 -0.738
C 5.86 2.33 -0.27 -1.021
C 4.48 2.06 -0.38 0.865
C 3.61 2.96 -1.05 -1.237
C 2.29 2.66 -1.16 -1.071
C 1.77 1.47 -0.61 1.225
S 0.02 1.17 -0.97 0.672
O -0.34 -0.12 -0.34 -0.510
C 0.34 0.76 -2.70 0.974
C 0.34 1.75 -3.67 -0.702
C 0.57 1.39 -4.99 -0.879
C 0.80 0.06 -5.35 1.004
C 1.07 -0.32 -6.78 -1.612
C 0.78 -0.91 -4.35 -1.183
C 0.55 -0.57 -3.03 -0.709
H 5.41 5.13 3.29 0.383
H 6.15 3.77 4.15 0.380
H 5.00 4.82 4.98 0.334
H 3.07 5.00 2.52 0.375
H 1.15 3.57 1.89 0.493
H 2.89 0.30 4.02 0.468
H 4.83 1.73 4.63 0.391
H 0.35 -1.76 3.46 0.748
H 0.97 -3.96 2.49 0.435
H 1.94 -5.26 0.64 0.460
H 3.18 -5.34 -1.48 0.411
H 3.96 -3.24 -2.55 0.477
H 3.46 -1.07 -1.53 0.496
H 4.45 -0.89 1.32 0.554
H 6.85 -0.39 1.46 0.449
H 7.76 1.67 0.43 0.411
H 6.25 3.24 -0.72 0.457
H 4.01 3.87 -1.47 0.438
H 1.61 3.33 -1.68 0.577
H 0.14 2.78 -3.42 0.447
H 0.55 2.16 -5.76 0.391
H 0.68 0.44 -7.47 0.392
H 0.62 -1.28 -7.02 0.387
H 2.14 -0.40 -6.94 0.296
H 0.95 -1.95 -4.61 0.421
H 0.51 -1.32 -2.25 0.840
C -4.72 3.02 -2.93 -0.630
Se -2.96 2.22 -3.16 0.232
C -3.51 0.68 -4.25 -0.547
C -4.63 -0.14 -3.64 -1.034
Se -4.23 -0.99 -1.91 0.071
C -3.01 -2.33 -2.59 -0.459
H -5.22 3.07 -3.89 0.347
H -4.57 4.02 -2.54 0.357
H -5.30 2.44 -2.22 -0.216
H -2.61 0.09 -4.38 0.145
H -3.82 1.08 -5.22 0.465
H -4.93 -0.94 -4.33 0.455
H -5.51 0.47 -3.45 0.401
H -3.44 -2.80 -3.47 0.367
H -2.89 -3.07 -1.80 0.301
H -2.05 -1.88 -2.83 -0.131
O -4.13 -2.23 0.64 -0.679
C -4.47 -1.95 1.79 0.411
N -4.49 -0.71 2.30 -0.377
C -4.82 -0.76 3.64 0.076
O -4.92 0.20 4.38 -0.681
C -5.05 -2.20 4.02 0.081
C -5.43 -2.80 5.20 -0.450
C -5.61 -4.19 5.19 -0.458
C -5.39 -4.93 4.03 -0.510
C -4.99 -4.31 2.85 -0.312
C -4.84 -2.94 2.86 -0.006
H -5.59 -2.22 6.09 0.493
H -5.92 -4.69 6.09 0.385
H -5.53 -6.00 4.05 0.388
H -4.81 -4.88 1.94 0.467
```

---

no.,M (Da)
1,965.7
2,1472.9
3,1042.7
4,1293.6